# 1
59
Properties=species:S:1:pos:R:3:forces:R:3:nbo_charge:R:1 method="wB97M-V/def2-TZVPD" charge=+1 orbital_gap_ev=3.73 energy_ev=-105333.0861 homo_ha=-0.3850
C -4.13648 -1.98826 3.61191 -0.3 -0.6 -0.3 -0.63
C -5.22518 -1.09204 2.85010 0.3 -0.1 0.7 -0.44
C -4.62831 -0.08391 1.74930 -2.1 0.1 0.3 -0.08
O -3.25738 0.33374 1.98434 1.0 -1.3 -1.8 -0.54
C -2.32868 -0.34174 1.14005 1.2 -1.0 -1.5 0.37
O -1.35385 0.46964 0.41494 -1.8 -1.2 1.9 -0.81
P -0.02550 -0.51604 -0.19436 -1.1 2.0 -4.2 1.56
C -0.88603 -1.06942 -1.81871 -1.9 -0.4 0.6 -0.73
C -1.66661 0.10529 -2.57156 0.4 -0.7 -1.2 -0.43
C -0.72932 1.17950 -3.30782 -1.3 1.4 0.4 -0.53
S 0.76688 0.47067 -4.14654 1.1 1.3 -0.1 0.27
C 2.17141 1.60056 -3.67820 0.5 0.0 1.1 0.01
S 2.57267 1.86662 -2.04607 -0.7 -0.2 -2.1 -0.09
N 3.02659 2.29123 -4.66630 -1.5 -0.1 1.5 -0.46
C 3.22337 3.70215 -4.33230 3.8 -0.3 -5.3 -0.11
C 4.16920 4.12165 -5.48069 -2.9 -3.4 2.4 -0.07
N 4.40338 2.96132 -6.34639 -1.9 -1.1 2.7 -0.43
C 3.70252 1.81420 -5.85158 0.7 5.8 1.1 0.15
O 1.39196 -1.24253 -0.88836 1.3 -0.9 3.2 -0.77
C 2.30568 -1.64152 0.12463 0.4 -0.7 -0.9 -0.08
C 3.21199 -0.46776 0.69527 2.8 -1.0 0.1 -0.41
C 4.32506 -1.19428 1.68551 -0.6 -0.1 -0.7 -0.65
O -0.61059 -1.94601 0.64040 0.3 2.0 3.1 -0.75
C -1.35663 -1.48896 1.80380 -1.4 -1.6 -2.6 -0.16
S -0.38706 -1.01957 3.33577 3.7 -4.9 3.4 1.89
O 1.13210 -1.11091 3.15683 -2.5 1.7 -0.5 -0.97
O -0.71493 -1.99366 4.45542 -0.4 3.4 -3.2 -0.83
C -0.71895 0.70916 3.96472 -0.9 3.5 2.2 0.76
F 0.28683 1.00311 4.94420 -2.1 -0.9 -2.4 -0.33
F -1.95626 0.80876 4.64991 3.3 -0.4 -2.2 -0.28
F -0.61549 1.72144 2.99461 -0.3 -2.5 2.1 -0.30
H -3.85662 -2.87282 2.92076 -0.2 1.4 1.1 0.19
H -3.20119 -1.41150 3.92916 -1.5 -0.8 -0.5 0.21
H -4.58152 -2.48254 4.55251 0.6 0.9 -1.5 0.24
H -5.96977 -1.81395 2.36408 1.0 1.2 0.6 0.22
H -5.79896 -0.48470 3.62700 0.8 -0.8 -1.0 0.21
H -4.81920 -0.54306 0.72360 0.8 0.7 1.2 0.19
H -5.27294 0.87184 1.79383 1.2 -1.4 -0.1 0.21
H -2.78041 -0.95455 0.26758 -0.2 0.8 1.8 0.19
H 0.35329 0.70732 -0.85478 0.1 -0.1 0.3 -0.11
H 0.66825 0.04685 0.96661 0.7 -0.3 0.5 -0.18
H -0.13815 -1.64056 -2.45717 -1.1 1.0 0.6 0.25
H -1.68741 -1.84124 -1.49972 1.1 1.1 -0.7 0.22
H -2.29683 -0.40273 -3.39885 1.0 0.8 1.2 0.22
H -2.41007 0.68443 -1.93125 1.2 -0.8 -0.6 0.24
H -0.41637 2.04840 -2.62282 -0.3 -1.6 -0.9 0.25
H -1.37347 1.66767 -4.13471 1.2 -0.8 1.2 0.24
H 2.79741 4.30537 -3.47264 0.5 -1.5 -1.4 0.26
H 4.61122 5.17173 -5.58911 -0.7 -2.1 -0.3 0.24
H 3.65855 0.74854 -6.22809 0.1 1.8 0.5 0.25
H 3.02362 -2.40748 -0.36366 -0.8 1.4 0.8 0.22
H 1.84591 -2.17493 1.02227 0.3 0.8 -1.1 0.23
H 3.82626 0.08955 -0.08891 -1.3 -0.5 0.7 0.26
H 2.58734 0.22573 1.40000 -2.8 -3.7 -3.5 0.06
H 3.98934 -2.28954 1.83181 0.3 2.0 0.3 0.30
H 4.36423 -0.67424 2.72100 0.4 -0.9 -0.6 0.13
H 5.36817 -1.22500 1.22688 -1.4 0.4 0.8 0.28
H -1.86010 -2.46545 2.13442 0.5 1.8 0.2 0.29
Ti 3.27704 1.15442 2.28736 1.3 1.5 2.3 1.57



# 2
51
Properties=species:S:1:pos:R:3:forces:R:3:nbo_charge:R:1 method="wB97M-V/def2-TZVPD" charge=+2 orbital_gap_ev=7.57 energy_ev=-41518.2642 homo_ha=-0.5327
Y -0.91484 -0.63687 -0.11242 0.6 0.1 0.2 2.16
C 0.52769 -3.34122 -0.81060 -0.2 -0.2 -0.2 -0.25
C 1.71053 -2.74323 -0.09765 0.3 0.1 0.0 -0.25
N 1.44293 -1.35300 0.37105 -0.2 0.3 0.1 -0.74
C 1.88727 -1.13917 1.77803 0.2 -0.1 -0.1 -0.23
C 1.04995 -1.85288 2.82868 0.1 -0.1 0.0 -0.55
S -0.73219 -1.54469 2.69370 -0.2 0.2 0.1 0.21
C -1.44583 -3.17597 2.35620 0.0 -0.1 0.0 -0.53
C -0.81118 -3.92670 1.20385 0.0 -0.2 -0.2 -0.25
N -0.74047 -3.14324 -0.06345 -0.3 0.2 0.0 -0.74
H 0.40417 -2.86967 -1.78831 0.0 0.0 0.0 0.24
H 0.71637 -4.40294 -0.99125 0.0 0.0 0.0 0.24
H 2.02333 -3.34498 0.75477 -0.1 0.0 0.0 0.22
H 2.55237 -2.74517 -0.79089 0.0 0.0 0.1 0.25
H 2.02182 -0.73638 -0.19676 0.0 0.0 0.0 0.41
H 2.92402 -1.46948 1.88935 0.0 0.0 0.0 0.23
H 1.88496 -0.06846 1.96976 0.0 0.0 0.0 0.21
H 1.21033 -2.92989 2.82987 0.0 0.0 0.0 0.24
H 1.36124 -1.49457 3.80903 0.0 0.0 0.0 0.28
H -1.41090 -3.77638 3.26489 0.0 0.0 0.0 0.27
H -2.50183 -2.96997 2.16214 0.0 0.0 0.0 0.25
H 0.19585 -4.24486 1.46596 0.0 0.0 0.0 0.21
H -1.37848 -4.84418 1.03732 0.0 0.0 0.0 0.24
H -1.47205 -3.49366 -0.67854 0.0 0.0 0.0 0.41
C 0.42987 1.71975 -2.29841 0.1 0.1 0.0 -0.60
C 0.39903 0.31664 -2.89685 -0.1 -0.2 0.1 -0.20
C 0.50391 0.37702 -4.41567 -0.1 0.0 -0.1 -0.61
C -0.87289 -0.43898 -2.43006 0.1 -0.2 0.2 -1.17
H 1.22413 2.33138 -2.72807 0.0 0.0 0.0 0.24
H 0.60618 1.72126 -1.21268 0.0 -0.1 0.0 0.16
H -0.51753 2.23771 -2.47464 0.0 0.0 0.0 0.22
H 1.29141 -0.22346 -2.53579 0.0 0.0 0.0 0.17
H -0.36169 0.90330 -4.82686 0.0 0.0 0.0 0.22
H 0.52454 -0.62183 -4.85234 0.0 0.0 0.0 0.22
H 1.40363 0.90230 -4.74157 0.0 0.0 0.0 0.22
H -0.91062 -1.42130 -2.92473 -0.1 0.1 -0.1 0.23
H -1.75533 0.09868 -2.81089 0.0 0.0 0.0 0.24
F -1.72587 6.26233 2.23470 0.1 0.0 -0.1 -0.30
C -0.80659 5.85647 1.35150 0.0 0.0 0.1 0.97
F 0.39659 6.26013 1.76213 -0.2 0.0 0.0 -0.30
F -1.07110 6.41994 0.17003 0.0 0.0 0.1 -0.29
C -0.85992 4.34025 1.22499 0.0 0.2 -0.1 -0.02
C -2.04025 3.73647 0.82327 -0.1 0.0 0.0 -0.18
C -2.05749 2.36686 0.67476 0.1 -0.1 0.1 0.05
N -0.98082 1.59126 0.90768 -0.1 0.0 -0.2 -0.62
C 0.14592 2.19542 1.31259 -0.1 0.1 0.1 0.06
C 0.25146 3.56047 1.48491 0.1 0.0 0.0 -0.20
H -2.93203 4.31691 0.62764 0.0 0.0 0.0 0.27
H -2.97110 1.87103 0.36480 0.0 0.0 0.0 0.22
H 0.99937 1.56406 1.51488 0.0 0.0 -0.1 0.20
H 1.18212 4.00349 1.80992 0.0 0.0 0.0 0.27



# 3
61
Properties=species:S:1:pos:R:3:forces:R:3:lowdin_spin:R:1 method="wB97M-V/def2-TZVPD" charge=+1 orbital_gap_ev="8.81 / 6.92" energy_ev=-86885.2730 homo_ha="-0.4740 / -0.4740" spin_multiplicity=6
Fe 2.66605 -1.97009 -0.84010 0.7 3.1 1.1 4.13
C 1.05457 -0.29679 2.50739 -1.2 2.0 0.1 0.01
C 1.73303 -0.86711 1.30153 0.7 -1.4 1.7 0.03
O 2.41946 -1.90053 1.36595 1.1 -2.6 0.5 0.15
O 1.66381 -0.47340 0.12181 -1.3 2.3 -2.4 0.17
H 1.36381 -0.24167 3.55114 1.4 -1.3 -0.3 0.00
H 0.04055 -0.67662 2.63227 -0.1 -0.3 -0.6 0.00
H 0.93120 0.77832 2.37697 -0.3 0.2 -0.7 0.00
C 6.64580 -1.16257 -1.37051 -1.1 -0.4 -0.4 0.01
C 5.15028 -1.31610 -1.12767 1.1 0.6 -0.5 0.03
O 4.63571 -2.17760 -0.40602 0.3 -4.5 3.3 0.20
O 4.20585 -0.73621 -1.65861 -1.7 3.5 -3.2 0.21
H 6.82815 -2.01380 -2.02645 0.4 -0.5 0.4 0.00
H 7.19258 -1.23311 -0.43021 0.0 -0.1 -0.3 0.00
H 6.96427 -0.35403 -2.02849 -0.5 0.5 0.6 0.00
C -2.40059 1.40118 4.68165 0.2 0.3 1.0 0.00
C -3.11577 1.12254 5.98175 2.2 -1.3 0.3 0.00
O -3.68903 -0.15805 5.70099 -1.2 -0.4 0.0 0.00
C -2.97233 -0.77469 4.72739 -0.9 -1.9 0.0 0.00
O -3.11797 -1.88750 4.27074 0.1 2.2 1.1 0.00
O -2.00773 0.06078 4.38607 1.5 1.1 -2.4 0.00
F -3.98129 2.04585 6.27726 -2.0 1.1 0.2 0.00
H -1.54447 2.07559 4.66309 0.1 -0.4 0.5 0.00
H -3.14870 1.90165 4.06687 -0.2 -0.7 -0.8 0.00
H -2.48741 0.95412 6.85634 0.3 0.2 0.0 0.00
C -2.05704 -4.39910 -3.02686 -1.1 0.3 0.7 0.00
O -1.51342 -3.55413 -1.98694 1.1 -0.5 -0.1 0.00
C -2.25148 -2.59268 -1.40957 -2.0 0.0 -0.8 0.00
O -3.44445 -2.43492 -1.45523 -0.1 -0.8 -0.4 0.00
O -1.46952 -1.76432 -0.79998 2.6 1.1 1.2 0.00
C -1.99752 -0.59368 -0.11095 -0.6 -0.8 -0.5 0.00
H -3.13464 -4.36911 -2.86566 -0.1 0.2 -0.8 0.00
H -1.79526 -5.45352 -2.93871 0.6 0.2 0.6 0.00
H -1.69427 -4.05617 -3.99583 -0.4 0.2 0.1 0.00
H -2.60070 -0.02689 -0.82019 0.2 0.2 0.1 0.00
H -1.13645 -0.03440 0.25492 -0.2 -0.1 -0.2 0.00
H -2.65701 -0.92924 0.68940 0.1 0.0 0.1 0.00
C 1.47392 3.46723 0.37562 0.3 0.9 -0.9 0.00
O 0.27388 3.82326 1.04901 1.1 0.2 1.3 0.00
C -0.80379 3.27178 0.58925 -2.3 -0.1 -2.6 0.00
O -0.82233 2.48433 -0.36296 -0.6 0.8 2.1 0.00
O -1.85232 3.89944 1.17589 0.0 -1.1 0.7 0.00
C -3.25387 3.67580 0.82246 0.5 1.1 -0.7 0.00
H 1.34856 3.77162 -0.66348 0.0 -0.4 -0.2 0.00
H 1.70900 2.40456 0.43539 0.0 0.1 0.2 0.00
H 2.25072 4.14932 0.72121 0.0 -0.5 0.6 0.00
H -3.37986 4.25247 -0.09388 -0.2 -0.8 -0.5 0.00
H -3.89375 4.24420 1.49742 0.6 -0.2 0.6 0.00
H -3.62127 2.64998 0.79402 0.6 0.0 -0.2 0.00
C 0.63703 -2.19823 -4.93651 2.3 -2.5 -0.2 0.00
O 0.58366 -0.86575 -4.65385 -0.5 1.2 0.1 0.00
C 1.06465 -0.41862 -3.52266 -1.7 0.8 1.4 0.00
O 1.59036 -1.00224 -2.54958 0.2 -0.5 -1.4 0.04
O 0.62998 0.81701 -3.49447 0.8 -0.1 -1.4 0.00
C 1.07746 1.71591 -2.51845 -0.2 -0.9 2.0 0.00
H 0.21393 -2.49844 -5.89513 -0.7 0.6 0.4 0.00
H 0.33935 -2.80331 -4.08014 -0.4 -0.1 -0.2 0.00
H 1.70471 -2.34981 -5.09526 0.2 -0.9 0.0 0.00
H 2.15238 1.62863 -2.36026 0.1 0.5 -0.5 0.00
H 0.64320 1.29165 -1.61318 0.0 0.8 0.4 0.00
H 0.65616 2.69741 -2.73585 0.4 -0.3 -0.1 0.00



# 4
48
Properties=species:S:1:pos:R:3:forces:R:3:nbo_charge:R:1 method="wB97M-V/def2-TZVPD" charge=0 orbital_gap_ev=9.28 energy_ev=-34384.1553 homo_ha=-0.3108 smiles="CCCSCCCNC(=O)Cn1cc2c(n1)CCCCC2"
C -2.22577 -4.42395 -0.55981 -0.1 0.2 -0.1 -0.61
C -1.99018 -3.14135 -1.34576 0.1 -0.1 0.1 -0.41
C -0.74210 -2.40809 -0.87666 -0.2 0.2 0.4 -0.52
H -0.53667 -1.53347 -1.49606 0.1 0.0 -0.1 0.22
H 0.12062 -3.07420 -0.89778 0.1 0.0 -0.1 0.22
S -0.84204 -1.82867 0.85041 0.0 0.2 -0.1 0.17
C -1.96389 -0.40619 0.62703 0.3 -0.4 -0.1 -0.52
C -2.09441 0.37812 1.92250 -0.1 0.0 -0.2 -0.42
H -2.63124 -0.21847 2.66094 0.0 0.0 0.1 0.22
H -1.09659 0.58655 2.31714 0.0 0.0 0.1 0.20
C -2.83271 1.70205 1.69368 -0.1 -0.2 0.1 -0.22
N -2.06027 2.57031 0.83688 0.1 0.1 0.4 -0.64
C -2.30944 2.69169 -0.47910 0.4 0.4 -0.1 0.67
O -3.33871 2.37512 -1.03452 -0.3 -0.1 -0.3 -0.62
C -1.10568 3.29463 -1.23691 -0.6 0.1 0.1 -0.30
N 0.06187 2.50142 -0.97142 0.5 -0.2 -0.2 -0.16
C 0.61154 1.53549 -1.73707 0.2 -0.1 0.2 -0.03
C 1.58554 0.91489 -0.98309 -0.3 0.0 -0.2 -0.13
C 1.54496 1.58037 0.25923 -0.2 0.1 -0.3 0.16
N 0.61401 2.52305 0.24627 0.3 0.3 0.4 -0.32
C 2.35739 1.30186 1.47621 0.0 -0.1 0.1 -0.43
H 1.78886 1.63822 2.34601 0.0 0.0 0.0 0.22
C 2.67725 -0.18913 1.59235 0.2 0.0 0.1 -0.41
C 3.86418 -0.62372 0.72895 -0.1 0.1 0.0 -0.39
C 3.85824 -0.07239 -0.69894 0.0 -0.2 0.0 -0.39
C 2.49858 -0.19351 -1.38907 0.1 0.0 -0.1 -0.43
H 2.05210 -1.16129 -1.14171 0.0 -0.1 -0.1 0.21
H 2.62645 -0.15951 -2.47428 0.0 -0.1 0.0 0.22
H 4.60756 -0.61738 -1.27802 0.0 0.1 0.0 0.21
H 4.15426 0.97871 -0.69443 0.1 0.0 0.0 0.20
H 4.79340 -0.30711 1.20996 0.0 -0.1 0.0 0.20
H 3.87256 -1.71578 0.69016 0.1 0.0 0.0 0.20
H 1.78735 -0.76033 1.32152 0.0 0.0 0.1 0.22
H 2.90817 -0.42800 2.63266 -0.1 0.0 0.0 0.21
H 3.28413 1.88272 1.45123 0.0 0.0 0.1 0.21
H 0.28673 1.36451 -2.74427 -0.1 0.0 -0.2 0.22
H -0.93648 4.31722 -0.88825 0.0 -0.1 -0.1 0.23
H -1.31748 3.29685 -2.30663 0.0 0.0 0.2 0.24
H -1.09719 2.74779 1.12548 -0.3 0.0 -0.1 0.43
H -3.00152 2.20341 2.65050 -0.1 -0.1 -0.1 0.20
H -3.79332 1.52882 1.20282 0.0 0.0 0.1 0.23
H -1.53028 0.21018 -0.16191 0.0 0.0 0.0 0.21
H -2.93611 -0.77449 0.29934 0.0 0.1 0.0 0.21
H -2.85858 -2.48586 -1.25184 0.0 0.0 -0.1 0.20
H -1.86783 -3.37367 -2.40706 -0.1 0.0 0.0 0.20
H -3.14161 -4.90939 -0.88728 -0.1 -0.1 0.0 0.21
H -1.39716 -5.11449 -0.70139 0.1 -0.1 0.0 0.20
H -2.30849 -4.20351 0.50201 0.0 0.0 0.1 0.22



# 5
67
Properties=species:S:1:pos:R:3:forces:R:3:nbo_charge:R:1 method="wB97M-V/def2-TZVPD" charge=0 orbital_gap_ev=9.02 energy_ev=-1081570.5337 homo_ha=-0.3459
C 2.52551 -0.96595 1.71158 0.6 -0.9 1.5 -0.30
O 2.09999 -1.08469 0.30832 -1.0 3.5 0.4 -0.79
B 1.30469 0.11647 -0.10994 -0.2 -1.4 1.2 1.26
O 0.18938 0.54577 0.75650 0.9 -2.6 -2.3 -0.96
C 1.79313 0.85566 -1.50641 1.2 -1.2 -0.1 -0.29
C 3.26436 1.56242 -1.14137 -1.1 0.2 1.1 -0.50
C 3.07078 3.09961 -0.52036 5.1 3.4 -1.3 0.73
O 4.11249 3.94030 -0.76335 -6.4 -4.8 1.5 -0.59
N 1.86744 3.52936 0.29200 1.7 0.5 -0.4 -0.56
C 1.34759 4.89413 -0.11367 -0.7 0.8 -1.7 -0.43
C 2.08967 3.40649 1.78344 -0.5 -1.3 1.3 -0.43
O 0.83695 1.83251 -2.04952 -2.7 -2.2 0.0 -0.54
C -0.48285 1.24003 -2.31588 -1.9 -3.8 -2.3 0.82
O -0.72809 0.05610 -2.88310 2.5 6.9 3.6 -0.61
C -1.80724 2.16350 -1.92088 1.4 0.9 0.8 -0.51
C -2.99189 1.33021 -1.15116 -1.4 0.7 -0.5 -0.42
C -3.59890 2.23911 0.11486 0.5 0.4 0.5 -0.42
C -2.57850 2.17494 1.40330 0.0 -0.5 -0.9 -0.23
N -2.95908 3.07123 2.56107 1.6 0.0 0.0 -0.85
H 3.66726 -1.28592 1.84927 -2.6 0.7 -0.7 0.21
H 1.89220 -1.73056 2.34486 1.2 1.6 -1.0 0.19
H 2.42505 0.10467 2.17370 0.0 -1.9 -1.0 0.20
H -0.41421 -0.27567 0.82926 1.4 1.9 0.2 0.51
H 1.98022 0.01416 -2.33108 -0.3 1.7 1.8 0.25
H 4.02529 1.51609 -2.02941 -1.6 0.6 1.8 0.27
H 3.70794 0.93015 -0.23096 -0.8 1.3 -2.0 0.26
H 2.17069 5.65902 -0.44061 -1.3 -1.5 0.8 0.22
H 0.67869 5.42255 0.69493 1.4 -1.5 -1.4 0.21
H 0.65507 4.71468 -1.06899 1.5 0.5 2.0 0.21
H 1.73107 4.36872 2.34688 0.9 -1.8 -1.2 0.22
H 1.39177 2.51581 2.16334 1.5 1.9 -0.7 0.21
H 3.18734 3.12006 2.09415 -2.0 0.8 -0.7 0.21
H -2.19407 2.74807 -2.88701 0.9 -1.6 2.1 0.25
H -1.41764 2.98640 -1.14908 -0.7 -1.7 -1.8 0.23
H -2.69291 0.25025 -0.80394 -0.4 2.2 -0.7 0.23
H -3.89737 1.22607 -1.92174 2.0 0.0 1.7 0.22
H -4.65797 1.88406 0.46526 2.0 0.5 -0.8 0.22
H -3.71432 3.38749 -0.18882 0.3 -2.5 0.4 0.20
H -2.60953 1.06157 1.79763 0.4 2.2 -0.9 0.18
H -1.51966 2.50092 1.02680 -1.8 -1.2 0.6 0.19
H -2.39708 3.96581 2.43728 -1.1 -1.5 0.4 0.35
H -2.57242 2.61679 3.43943 -0.6 0.9 -1.5 0.36
C -2.07235 -3.42012 -2.63302 0.2 -0.1 -0.2 -0.48
Br -2.41084 -5.28624 -2.20041 0.1 0.6 -0.1 0.10
Br -3.64674 -2.55227 -3.37617 0.4 -0.2 0.2 0.09
Br -1.35741 -2.44242 -1.11082 -0.2 -0.5 -0.2 0.08
H -1.30253 -3.40696 -3.41162 -0.3 0.1 0.4 0.23
C -6.27235 -2.83927 -0.56493 0.1 -0.1 -0.2 -0.49
Br -6.61084 -4.70539 -0.13232 0.1 0.5 -0.1 0.09
Br -7.84674 -1.97142 -1.30808 0.4 -0.2 0.2 0.08
Br -5.55741 -1.86157 0.95726 -0.2 -0.2 -0.4 0.08
H -5.50253 -2.82611 -1.34354 -0.3 0.0 0.4 0.23
C 3.84637 -4.29586 0.55885 -0.3 0.1 0.0 -0.49
Br 5.23685 -3.51886 1.67554 -0.1 -0.3 -0.3 0.08
Br 3.87992 -3.57301 -1.24684 0.1 -0.3 0.5 0.10
Br 3.91761 -6.23982 0.56190 0.0 0.5 0.0 0.09
H 2.88553 -4.01044 0.99971 0.4 -0.1 -0.2 0.23
C -3.81925 -8.89019 -0.36008 0.0 -0.2 0.2 -0.49
Br -5.67452 -9.11170 -0.90144 0.5 0.1 0.1 0.09
Br -2.60759 -8.96721 -1.87998 -0.3 0.1 0.3 0.09
Br -3.56006 -7.27413 0.69123 -0.1 -0.4 -0.3 0.10
H -3.57230 -9.73686 0.28891 -0.1 0.4 -0.3 0.23
C 6.56566 3.09558 1.86653 -0.1 0.2 -0.2 -0.49
Br 6.51328 3.94983 3.61343 0.0 -0.3 -0.4 0.08
Br 8.25050 3.42291 0.95093 -0.5 -0.1 0.3 0.10
Br 6.15876 1.19655 1.97698 0.1 0.4 0.0 0.07
H 5.77809 3.55665 1.26141 0.3 -0.2 0.2 0.24